Record 1
58
Properties=species:S:1:pos:R:3:forces:R:3:lowdin_charge:R:1 method="wB97M-V/def2-TZVPD" charge=+1 orbital_gap_ha="0.250 / 0.217" s2=2.032 e_above_lowest_kcal_mol=26.6 multiplicity=3
W 0.5316 0.4684 0.5031 0.387 -0.512 -1.684 1.34
C 0.0725 3.7460 -0.6807 0.066 0.181 -0.046 -0.13
O -0.5830 2.5075 -0.3401 0.148 -0.116 -0.016 -0.29
C -1.6981 2.2161 -1.1085 -0.108 -0.279 -0.029 -0.21
C -2.4298 3.1636 -1.7985 0.045 0.203 0.033 0.00
C -3.5270 2.7630 -2.5484 0.010 -0.061 0.026 -0.05
C -3.8951 1.4285 -2.5974 -0.022 0.019 -0.030 -0.06
C -3.1718 0.4835 -1.8886 0.017 -0.084 0.079 0.00
C -2.0552 0.8667 -1.1589 0.018 0.416 -0.256 -0.19
N -1.3005 0.0042 -0.3460 -0.263 0.036 0.625 -0.07
N -0.3202 -0.8227 -0.7235 0.162 -0.515 -0.448 -0.13
C -0.0359 -2.1341 -0.6208 0.344 -0.211 0.262 -0.20
C 1.1598 -2.2987 0.1443 -0.578 -0.234 -0.363 -0.35
O 1.6538 -1.2095 0.6936 -0.367 0.678 0.170 -0.26
C 1.6364 -3.5903 0.4229 0.281 0.068 0.076 0.02
C 0.9104 -4.6734 0.0192 0.120 0.059 0.030 0.02
C -0.3125 -4.5470 -0.7030 -0.216 0.135 -0.127 -0.15
C -1.0781 -5.6708 -1.0571 0.094 -0.002 0.012 -0.01
C -2.2516 -5.5305 -1.7589 -0.042 -0.074 -0.011 -0.05
C -2.6819 -4.2639 -2.1671 0.056 0.037 0.021 -0.04
C -1.9495 -3.1465 -1.8372 -0.009 0.026 -0.031 0.00
C -0.7829 -3.2638 -1.0718 -0.060 -0.037 -0.160 -0.10
H -0.4993 4.5858 -0.2896 -0.028 -0.055 0.012 0.09
H 0.1786 3.8250 -1.7614 0.000 -0.066 -0.005 0.10
H 1.0523 3.7282 -0.2206 0.005 -0.020 0.005 0.05
H -2.1638 4.2103 -1.7604 -0.001 -0.028 -0.001 0.12
H -4.1004 3.5068 -3.0840 0.008 -0.003 -0.007 0.12
H -4.7566 1.1219 -3.1741 -0.001 0.001 0.017 0.11
H -3.4978 -0.5458 -1.8788 0.050 -0.059 0.029 0.10
H 2.5422 -3.6959 1.0044 -0.014 -0.018 0.003 0.13
H 1.2594 -5.6690 0.2636 -0.012 0.001 0.012 0.13
H -0.7251 -6.6534 -0.7692 -0.023 0.001 0.006 0.12
H -2.8392 -6.4033 -2.0099 0.027 0.002 -0.017 0.11
H -3.5857 -4.1649 -2.7530 0.003 0.002 -0.001 0.11
H -2.2444 -2.1725 -2.1959 -0.058 0.049 0.009 0.09
Cl 2.4442 1.2948 1.7929 0.371 0.320 0.742 0.82
C 3.7916 1.4449 0.6947 0.363 0.027 -0.519 -0.58
C 5.0561 1.6300 1.2186 -0.125 0.000 0.224 -0.08
C 6.1185 1.7572 0.3420 0.034 0.002 0.009 -0.06
C 5.9086 1.7009 -1.0264 0.018 0.014 -0.068 -0.08
C 4.6315 1.5184 -1.5286 -0.065 -0.005 0.224 -0.68
Cl 4.3794 1.4555 -3.2306 0.051 0.014 -0.076 0.72
C 3.5336 1.3847 -0.6691 -0.105 0.017 0.067 -0.64
S 1.9159 1.2020 -1.3275 -0.364 -0.056 0.468 0.73
H 5.2036 1.6712 2.2895 0.006 -0.006 -0.018 0.12
H 7.1174 1.8981 0.7303 -0.003 0.001 -0.010 0.12
H 6.7372 1.8033 -1.7132 -0.022 -0.018 -0.016 0.12
Cl -0.9623 -1.5454 2.1157 -0.199 -0.296 0.312 0.86
C -1.1632 -0.0247 2.9172 0.206 0.201 -0.177 -0.66
C -0.5118 1.0515 2.3145 -0.232 0.330 0.755 -0.35
C -0.6175 2.2589 3.0183 -0.008 -0.191 -0.380 -0.68
Cl 0.1309 3.6789 2.3810 0.139 0.098 0.137 0.75
C -1.3342 2.3823 4.2066 -0.026 -0.029 -0.004 -0.70
Cl -1.4306 3.8926 5.0081 -0.025 0.019 0.051 0.72
C -1.9875 1.2713 4.7395 -0.031 -0.021 0.022 -0.70
Cl -2.8958 1.4089 6.1805 0.004 0.002 0.019 0.73
C -1.8987 0.0426 4.0878 -0.022 0.061 0.022 -0.70
Cl -2.6786 -1.3474 4.7105 -0.001 -0.024 0.019 0.73



Record 2
19
Properties=species:S:1:pos:R:3:forces:R:3:lowdin_charge:R:1 method="wB97M-V/def2-TZVPD" charge=+1 orbital_gap_ha="0.267 / 0.257" e_above_lowest_kcal_mol=69.3
C -2.8738 0.4886 -0.0778 0.079 -1.701 -0.625 -0.04
C -1.4376 0.2645 -0.4310 0.122 0.280 0.647 -0.06
N -0.5389 1.1192 0.1071 -3.930 -1.717 -2.498 0.13
C 0.7674 0.8790 0.0113 2.663 -2.072 0.977 -0.30
O 1.6218 1.9428 0.2455 -0.027 -0.376 -0.879 0.06
C 1.3176 -0.4474 -0.1525 0.027 3.418 0.781 -0.26
C 0.7506 -1.7960 0.0063 -2.801 -1.189 0.587 -0.04
N 2.6492 -0.4166 -0.2996 -0.546 -0.260 -0.074 0.17
H -3.5575 -0.1435 -0.7377 0.857 1.012 1.130 0.12
H -3.1226 1.5255 -0.1127 -0.363 0.828 -0.321 0.07
H -2.9389 0.2198 0.9825 -0.562 -0.337 -0.129 0.10
H -1.1325 -0.7025 -0.9520 -0.122 1.905 0.739 0.15
H -0.9760 2.0293 0.3621 0.997 -0.770 0.193 0.21
H 1.3785 2.4657 1.0174 -0.009 -0.175 0.184 0.13
H -0.1157 -1.8811 0.8134 1.369 0.456 -2.071 0.15
H 1.4949 -2.3930 0.4643 1.048 -0.564 0.495 0.06
H 0.5309 -2.3780 -0.9419 -0.231 1.003 0.958 0.13
H 3.0391 0.4957 -0.1717 0.897 0.108 -0.056 0.11
H 3.1435 -1.2722 -0.1333 0.531 0.151 -0.036 0.12



Record 3
83
Properties=species:S:1:pos:R:3:forces:R:3:lowdin_charge:R:1 method="wB97M-V/def2-TZVPD" charge=+2 orbital_gap_ha="0.265 / 0.217" s2=8.796 e_above_lowest_kcal_mol=0.0 multiplicity=6
Co 11.3520 9.8456 11.5137 -1.802 0.316 -1.122 0.72
C 9.1578 14.6456 14.9166 1.348 0.144 0.066 -0.07
N 9.8952 13.3880 14.6865 0.258 -0.349 -0.023 -0.29
C 9.8433 12.4055 15.7784 -1.369 0.465 -0.471 -0.08
P 10.8427 13.1036 13.3645 -1.301 0.750 -0.200 0.52
O 11.3803 11.7278 13.3300 0.324 0.272 0.101 -0.28
O 9.8034 13.4389 12.1313 -0.566 -0.550 -0.216 -0.26
P 9.2616 12.4605 10.9697 0.084 1.359 0.188 0.47
O 10.1135 11.2569 10.8934 0.587 -0.800 -0.438 -0.30
N 9.2859 13.3093 9.5739 -0.076 -0.272 -0.252 -0.28
C 10.3037 13.0471 8.5445 -0.485 0.046 0.193 -0.06
C 8.2926 14.3838 9.3161 0.837 -0.568 0.090 -0.05
N 7.7256 12.1081 11.3160 -1.243 0.081 0.608 -0.29
C 7.1646 10.9402 10.6138 0.885 0.083 0.144 -0.07
C 6.8256 12.7304 12.3024 0.637 0.583 0.113 -0.07
N 11.9102 14.2925 13.0542 -0.174 0.277 -0.244 -0.30
C 11.5788 15.6205 12.5036 -0.392 -0.612 -0.234 -0.07
C 13.2840 14.1358 13.4487 0.513 0.174 0.323 -0.10
H 9.5904 15.1845 15.7899 -0.357 -0.352 -0.438 0.10
H 8.1091 14.4433 15.1013 -0.206 -0.023 -0.038 0.08
H 9.2843 15.3089 14.0494 -0.279 -0.243 0.268 0.07
H 10.2902 12.8070 16.6742 0.142 0.105 0.401 0.08
H 10.3379 11.5072 15.4748 0.356 -0.472 -0.104 0.03
H 8.7746 12.1547 15.9695 0.652 0.140 0.084 0.10
H 10.7305 12.0582 8.6808 0.038 -0.055 0.114 0.06
H 11.0960 13.7856 8.5737 0.176 0.233 -0.133 0.08
H 9.8089 13.0588 7.5724 0.094 0.131 -0.048 0.09
H 7.5629 14.3346 10.1148 -0.292 0.204 -0.075 0.07
H 7.8171 14.2478 8.3425 -0.052 -0.192 0.123 0.09
H 8.7685 15.3639 9.3073 0.061 0.039 0.134 0.09
H 7.8249 10.7133 9.7689 -0.354 -0.042 -0.021 0.08
H 6.1568 11.1468 10.2649 -0.041 -0.001 -0.013 0.09
H 7.1909 10.0715 11.2800 -0.273 0.015 -0.083 0.09
H 7.1822 13.7395 12.5723 0.080 -0.509 -0.019 0.08
H 6.7489 12.1296 13.2174 -0.075 0.072 -0.199 0.09
H 5.8354 12.8961 11.8723 0.050 -0.305 -0.071 0.09
H 10.5047 15.6525 12.2789 0.469 0.099 -0.110 0.07
H 12.1529 15.7506 11.5752 -0.189 0.168 0.208 0.10
H 11.7988 16.4371 13.1947 0.168 -0.174 0.089 0.09
H 13.5030 13.1318 13.8096 -0.086 -0.081 -0.272 0.07
H 13.5015 14.8069 14.2669 0.251 0.333 0.349 0.09
H 13.9443 14.4074 12.6208 0.026 -0.205 -0.016 0.09
N 12.6275 9.3260 13.8160 -0.764 -1.080 2.807 0.04
C 13.5175 9.4571 14.6011 -0.940 0.131 -2.313 0.09
C 14.7272 9.6723 15.2546 1.314 0.771 1.000 -0.19
C 14.8546 9.3397 16.6240 1.274 0.456 -0.611 0.00
C 16.0733 9.6113 17.2685 -0.924 -0.280 0.311 -0.05
C 17.1147 10.2662 16.6250 -0.492 -0.135 -0.139 -0.05
C 17.0003 10.6161 15.2791 -0.664 -0.557 -0.113 -0.05
C 15.8198 10.3322 14.5974 -0.568 -0.408 0.220 -0.01
H 14.0293 8.9070 17.1427 -0.300 -0.339 0.330 0.11
H 16.1756 9.3025 18.3144 -0.007 0.259 -0.414 0.12
H 17.9928 10.5267 17.1862 0.313 -0.073 0.024 0.11
H 17.8559 11.0332 14.7709 -0.121 0.276 -0.124 0.11
H 15.6519 10.5950 13.5607 0.311 0.087 -0.042 0.11
C 15.0395 7.4808 11.0565 0.250 -0.190 0.481 -0.23
S 13.8071 8.4183 10.1998 -1.234 1.348 0.440 0.98
C 14.7581 9.6729 9.3267 -0.708 -0.029 -0.200 -0.20
O 13.1606 9.3039 11.3520 2.203 -1.293 -1.259 -0.60
H 15.7512 7.0403 10.3468 -0.178 0.247 0.061 0.08
H 14.5315 6.6536 11.5846 0.144 0.493 -0.224 0.08
H 15.5332 8.1489 11.7696 0.067 -0.219 -0.111 0.06
H 15.2576 9.2676 8.4518 0.067 -0.168 0.025 0.07
H 15.4395 10.0876 10.0358 0.650 0.288 0.403 0.05
H 14.0476 10.4588 9.0172 0.121 -0.572 0.141 0.07
S 10.1829 8.4807 14.4654 0.312 0.469 -0.072 0.81
C 11.3675 9.0194 13.4382 1.620 0.312 1.224 -0.72
C 10.5729 8.2106 6.7451 0.315 0.639 0.489 0.02
N 10.1877 7.8278 8.1229 -0.383 -0.172 -0.235 -0.03
C 9.3719 6.7448 8.3492 -0.082 -0.142 0.222 -0.01
C 9.1145 6.3122 9.6194 0.117 0.293 -0.904 0.01
C 9.6428 7.1049 10.6923 -0.371 -0.294 -0.020 -0.34
N 10.3539 8.2232 10.4686 -0.005 -0.455 -0.384 0.13
C 10.7043 8.5677 9.1908 -0.038 -0.138 -0.222 -0.51
O 11.4797 9.5193 9.0126 -0.516 -0.385 -0.152 -0.04
N 9.3893 6.7197 11.9424 0.239 0.500 1.237 0.17
H 10.1653 7.5463 5.9907 -0.121 -0.277 0.296 0.10
H 11.6634 8.1977 6.7043 -0.134 0.040 -0.193 0.10
H 10.2263 9.2270 6.5282 0.113 -0.199 0.127 0.10
H 8.9359 6.2564 7.4504 0.557 0.386 0.795 0.15
H 8.5328 5.4048 9.8000 0.183 0.499 -0.036 0.13
H 8.7464 5.9556 12.1668 0.544 0.512 -0.410 0.14
H 9.7672 7.2694 12.7540 -0.586 -0.887 -1.212 -0.03



no.,E_tot (eV)
1,-137718.822
2,-10382.598
3,-124555.405